No. 1
The following is a DFT calculation (ωB97M-V/def2-TZVPD) of a structure of composition C9H21F2O4V at a distorted geometry.

Last column: Mulliken spin population.
Atoms and positions in Å:
V 0.7440 -0.0103 -0.7280  1.972
C -3.5451 -0.3445 -0.6941  0.000
C -2.2850 -1.2190 -0.7864  0.010
O -1.2336 -0.5368 -0.2278  -0.017
H -3.3903 0.6236 -1.1691  0.000
H -3.9172 -0.2207 0.3293  0.000
H -4.4321 -0.8188 -1.1557  0.000
H -2.0970 -1.4986 -1.8342  0.000
H -2.4892 -2.1571 -0.2381  -0.001
C 2.2028 -3.7686 -2.8494  0.001
C 1.3123 -3.1563 -1.7774  0.004
O 1.5311 -1.8175 -1.5129  0.014
H 1.9925 -3.3485 -3.8405  0.000
H 2.0433 -4.8475 -2.9665  -0.001
H 3.2633 -3.5907 -2.6517  0.000
H 1.4607 -3.7440 -0.8534  0.003
H 0.2466 -3.1758 -2.0571  -0.002
C 2.6578 -0.3580 3.2903  0.000
C 1.3165 -0.3153 2.5302  0.005
O 1.4256 -0.5688 1.2103  0.000
H 2.5022 -0.5987 4.3471  0.000
H 3.1863 0.5905 3.1610  0.001
H 3.2892 -1.1436 2.8671  -0.001
H 0.8284 0.6495 2.7737  -0.002
H 0.6788 -1.0510 3.0656  0.001
F 2.5543 0.9831 -0.9366  0.002
F 0.1350 0.9465 -2.5378  0.006
C -0.2342 4.3154 -0.0613  0.001
C -0.5762 2.9554 0.5187  0.003
O 0.0897 2.0026 0.2471  0.000
C -1.9207 2.8374 1.1776  0.000
H -1.0932 4.7015 -0.6158  0.000
H 0.5406 4.2200 -0.8200  0.000
H 0.0498 4.9860 0.7523  0.000
H -2.1723 1.8086 1.4298  0.001
H -2.7093 3.2202 0.5271  0.000
H -1.9556 3.4495 2.0866  0.000

Calculated values
Net charge: -2
Multiplicity: 3
Gap between HOMO and LUMO (alpha / beta), eV: 5.65 / 5.93
<S²>: 2.009
LUMO level (alpha / beta), Eh: 0.1885 / 0.1885


No. 2
The following is a DFT calculation (ωB97M-V/def2-TZVPD) of a structure of composition C2H3F4LuNO5S2 at a distorted geometry.

Last column: Mulliken charge in e.
Atoms and positions in Å:
N 1.1369 1.6723 -0.4112  -0.404
S -0.3125 1.3945 -1.1524  0.514
O -1.2863 0.9207 0.1899  -0.157
O -0.7952 2.6835 -1.6669  -0.428
S 2.1786 0.5059 -0.2261  1.097
O 1.4247 -0.7929 -0.3216  -0.606
O 3.4020 0.9923 -0.8523  -0.524
C 2.8577 0.1821 1.4988  0.667
F 3.3612 -1.0385 1.5656  -0.221
F 3.8204 1.0259 1.8196  -0.180
F 1.8817 0.3077 2.3787  -0.216
Lu -0.2575 -2.0436 -0.2774  1.962
F -1.7044 -3.1584 0.6025  -0.589
C -3.2219 -0.5250 -0.6398  -0.534
O -1.9097 -0.5510 -0.0809  -0.256
H -3.7774 0.2836 -0.1530  0.256
H -3.1960 -0.3094 -1.7158  0.311
H -3.6021 -1.5496 -0.5576  0.307

Calculated values
Net charge: +1
Gap between HOMO and LUMO, eV: 6.95
LUMO level, Eh: -0.2529


No. 3
The following is a DFT calculation (ωB97M-V/def2-TZVPD) of the molecule C5H10O.

Last column: Mulliken charge in e.
Atoms and positions in Å:
C 0.1440 -1.6900 -0.6244  -1.590
C -0.2559 -0.4680 0.2530  0.576
C 0.7346 -0.3358 1.4127  -1.314
C -0.1800 0.7683 -0.6480  -0.217
C -0.9165 2.0486 -0.5767  -0.329
O 0.4474 1.9658 -0.2093  -0.431
H -0.3748 -1.7665 -1.5929  0.400
H -0.0405 -2.6285 -0.0958  0.402
H 1.2171 -1.6597 -0.8697  0.365
H -1.2738 -0.6176 0.6425  0.295
H 0.8054 -1.2843 1.9539  0.408
H 0.4673 0.4554 2.1202  0.321
H 1.7254 -0.0895 1.0142  0.304
H 0.2242 0.3917 -1.5826  0.347
H -1.1444 2.6547 -1.4611  0.243
H -1.5796 2.2555 0.2641  0.221

Calculated values
Net charge: 0
Structure (SMILES): CC(C)[C@H]1CO1
Gap between HOMO and LUMO, eV: 11.24
LUMO level, Eh: 0.0419


No. 4
The following is a DFT calculation (ωB97M-V/def2-TZVPD) of a cluster of 2 separate species, C25H40N4O5 in total at a distorted geometry.

Last column: Mulliken charge in e.
Atoms and positions in Å:
C 8.3448 3.6544 0.8679  -0.937
C 8.6577 2.1705 1.0061  0.645
O 9.7703 1.8176 1.3368  -0.552
O 7.6499 1.2803 0.7775  -0.224
C 7.9275 0.3649 -0.2912  -0.562
C 7.0978 -0.9118 -0.1278  -0.731
C 5.6147 -0.6503 0.2559  -0.589
C 4.6301 -1.3691 -0.7118  0.108
C 3.6072 -2.2996 -0.0349  -1.170
C 2.2128 -1.6952 -0.1303  -0.270
C 1.0634 -2.6251 0.2901  -0.388
C -0.0587 -1.7790 0.9236  -1.267
N -1.3005 -2.5926 1.0320  0.475
C -1.9952 -2.4626 2.3444  -1.164
C -3.4392 -1.9634 2.2098  0.124
C -3.5454 -0.4357 2.0380  -0.484
C -4.9732 0.1134 2.1209  -1.160
C -5.5461 0.4894 0.7434  0.497
O -4.8694 0.3990 -0.2623  -0.516
N -6.9134 0.9027 0.7687  -0.197
C -7.2350 1.9663 -0.1488  -0.051
C -7.1306 1.8983 -1.5238  0.036
C -7.4826 2.9653 -2.3061  -0.618
C -7.9843 4.1235 -1.7635  -0.379
C -8.0971 4.1977 -0.3896  -0.536
C -7.7218 3.1352 0.3903  -0.211
C -4.1868 -2.7746 1.1565  -0.994
N -3.3002 -3.1829 0.0170  -0.294
C -2.1146 -2.4593 -0.0160  0.289
N -1.8738 -1.6837 -1.0662  -0.223
H 7.3064 3.8143 0.5625  0.293
H 8.4521 4.1168 1.8538  0.291
H 9.0444 4.1051 0.1640  0.284
H 7.7648 0.8351 -1.2704  0.304
H 8.9822 0.0597 -0.2647  0.424
H 7.5560 -1.5136 0.6689  0.216
H 7.2076 -1.4818 -1.0560  0.386
H 5.4403 -0.9215 1.3025  0.302
H 5.4290 0.4269 0.1781  0.328
H 5.1984 -1.9627 -1.4394  0.491
H 4.1054 -0.6028 -1.2914  -0.440
H 3.9140 -2.5027 1.0024  0.432
H 3.6431 -3.2727 -0.5481  0.287
H 2.1884 -0.8145 0.5298  0.329
H 2.0106 -1.3544 -1.1546  0.232
H 0.6974 -3.2783 -0.5083  0.427
H 1.4423 -3.2559 1.1096  0.271
H 0.3028 -1.5326 1.9236  0.595
H -0.1863 -0.8224 0.4071  0.278
H -2.0187 -3.4592 2.8034  0.352
H -1.4921 -1.7957 3.0452  0.445
H -3.9134 -2.2004 3.1731  0.710
H -3.0055 -0.1496 1.1278  0.324
H -2.9818 0.0076 2.8702  0.454
H -4.9628 1.0348 2.7095  0.386
H -5.6489 -0.6441 2.5392  0.370
H -7.5590 0.1239 0.7125  0.308
H -6.7518 0.9926 -1.9876  0.328
H -7.3757 2.9357 -3.3870  0.336
H -8.2869 4.9699 -2.3694  0.392
H -8.4932 5.0819 0.1006  0.349
H -7.8386 3.1857 1.4703  0.371
H -5.1021 -2.2860 0.8097  0.337
H -4.5133 -3.7031 1.6424  0.359
H -3.8212 -2.9687 -0.8260  0.339
H -1.4037 -0.7913 -1.0372  0.185
H -2.2400 -1.9603 -1.9652  0.231
C 3.0390 2.0047 -3.7613  -1.170
C 2.6518 0.9893 -2.6729  0.845
O 3.0990 1.2038 -1.5212  -0.738
O 1.9203 0.0401 -3.0507  -0.775
H 3.6716 2.7953 -3.3573  0.291
H 3.5810 1.4991 -4.5628  0.272
H 2.1392 2.4582 -4.1814  0.313

Calculated values
Net charge: 0
Gap between HOMO and LUMO, eV: 5.99
LUMO level, Eh: -0.0243


No. 5
The following is a DFT calculation (ωB97M-V/def2-TZVPD) of a structure of composition Br3Fe at a distorted geometry.

Last column: Mulliken spin population.
Atoms and positions in Å:
Fe -0.6602 -0.4790 0.2730  3.979
Br 0.0978 -0.7000 -2.2530  0.355
Br -0.9712 1.8870 0.5400  0.326
Br 1.5338 -0.7080 1.4400  0.340

Calculated values
Net charge: 0
Multiplicity: 6
Gap between HOMO and LUMO (alpha / beta), eV: 8.69 / 6.36
<S²>: 8.769
LUMO level (alpha / beta), Eh: -0.0684 / -0.1397